Formula: C30H20GaN4PSe
Source: the OMol25 dataset
Level of theory: wB97M-V/def2-TZVPD

Each line ends with the Mulliken charge.
Element x y z (Å)
Ga 0.132 -0.234 -0.176  1.52
Se 4.973 5.609 -0.304  0.38
N 5.139 3.903 0.165  -0.82
C 3.974 3.336 -0.014  0.86
C 3.717 1.930 0.269  0.07
C 4.674 1.032 0.756  -0.45
C 4.309 -0.279 0.992  -0.98
C 3.002 -0.681 0.744  0.10
N 2.084 0.166 0.277  -0.26
C 2.434 1.449 0.043  0.28
C 1.374 2.313 -0.471  -0.03
N 0.170 1.723 -0.652  -0.10
C -0.858 2.454 -1.086  0.12
C -0.718 3.806 -1.375  -1.01
C 0.509 4.416 -1.202  -0.47
C 1.590 3.658 -0.735  0.13
C 2.928 4.186 -0.503  0.88
N 3.252 5.435 -0.715  -0.82
H 5.683 1.377 0.943  0.58
H 5.021 -0.997 1.371  0.45
H 2.679 -1.696 0.934  0.49
H -1.800 1.934 -1.208  0.45
H -1.573 4.360 -1.731  0.47
H 0.650 5.467 -1.416  0.58
C -6.670 -0.395 -1.043  -0.47
C -6.409 -0.386 0.320  -0.72
C -5.100 -0.409 0.778  -0.29
C -4.051 -0.440 -0.140  0.62
C -4.317 -0.444 -1.511  -0.31
C -5.626 -0.426 -1.959  -0.73
P -2.337 -0.559 0.385  0.55
C -2.256 -0.302 2.179  0.25
C -2.627 0.947 2.685  -0.37
C -2.499 1.216 4.037  -0.74
C -1.987 0.246 4.892  -0.50
C -1.610 -0.991 4.394  -0.78
C -1.743 -1.268 3.040  -0.29
C -1.672 -2.213 0.050  0.29
C -2.334 -3.431 0.075  -0.28
C -1.601 -4.587 -0.159  -0.71
C -0.230 -4.520 -0.401  -0.66
C 0.428 -3.301 -0.429  -0.62
C -0.294 -2.125 -0.229  -0.79
H -7.693 -0.377 -1.394  0.41
H -7.225 -0.365 1.029  0.44
H -4.901 -0.411 1.842  0.38
H -3.505 -0.472 -2.229  0.41
H -5.835 -0.436 -3.020  0.43
H -3.042 1.704 2.028  0.43
H -2.804 2.177 4.427  0.43
H -1.891 0.457 5.949  0.43
H -1.224 -1.750 5.061  0.44
H -1.464 -2.246 2.665  0.39
H -3.396 -3.479 0.277  0.51
H -2.094 -5.550 -0.152  0.46
H 0.320 -5.432 -0.591  0.43
H 1.487 -3.290 -0.660  0.50

total charge = +2
E_HOMO = -13.92 eV

Formula: CH4IPS
Source: the OMol25 dataset
Level of theory: wB97M-V/def2-TZVPD

Each line ends with the Mulliken charge.
Element x y z (Å)
C -1.630 0.054 0.135  -0.56
P 4.589 -0.001 -1.034  -0.08
S -0.913 -1.595 -0.122  -0.11
I 2.653 -0.130 0.430  0.03
H -2.076 -0.053 1.042  0.25
H -2.382 0.277 -0.666  0.24
H -0.722 0.687 0.075  0.17
H 5.053 -1.411 -0.839  0.07

total charge = 0
E_HOMO (spin up / spin down) = -9.18 / -8.60 eV

Formula: C4H3F6NO
Source: the OMol25 dataset
Level of theory: wB97M-V/def2-TZVPD

Each line ends with the Mulliken charge.
Element x y z (Å)
C 0.762 -1.014 0.366  0.57
C -0.238 0.056 -0.102  -0.77
C 3.111 -1.670 -0.052  0.86
C 3.247 1.896 0.036  0.63
N 1.998 -0.915 -0.276  -0.33
O 0.479 -1.955 1.105  -0.49
F 3.387 -2.602 -0.974  -0.27
F 3.140 -2.351 1.134  -0.26
F 4.203 -0.838 -0.035  -0.24
F 3.854 1.918 -1.131  -0.18
F 4.008 1.968 1.070  -0.15
F 2.180 2.576 -0.021  -0.15
H -0.999 -0.465 -0.714  0.30
H 0.299 0.733 -0.809  0.24
H -0.575 0.570 0.829  0.25

total charge = 0
E_HOMO (spin up / spin down) = -11.03 / -9.38 eV

The ΔE to the lowest compared entry with this formula, charge and spin results, record by record, are as follows: 0.0 315.8 271.4 kJ/mol.